Entry 1:
A single C4H7NS molecule, computed with ωB97M-V/def2-TZVPD.

The HOMO-LUMO gap is 8.7 eV. The SMILES is S=C1CCCN1. As for the LUMO energy: 0.0269 Eh.

Each line ends with the Löwdin charge.
Positions of all 13 atoms, in Å:
S  -3.027  -0.086  -0.023  0.465
C  -1.274  -0.129  -0.089  -0.789
C  -0.425  1.128  0.148  -0.176
C  0.943  0.600  -0.254  -0.169
C  0.871  -0.877  0.196  -0.163
N  -0.490  -1.165  -0.160  -0.016
H  -0.613  2.007  -0.480  0.121
H  -0.477  1.450  1.154  0.102
H  1.764  1.175  0.105  0.102
H  1.004  0.701  -1.298  0.096
H  1.618  -1.638  -0.290  0.151
H  0.983  -1.038  1.251  0.106
H  -0.876  -2.127  -0.260  0.170

Atomic forces in eV per Å
2.8 -0.4 -0.4
-4.1 2.2 0.8
0.6 -0.5 -1.7
0.2 -0.6 1.5
2.1 -1.0 -1.7
-0.7 -2.2 -0.5
-0.8 -0.4 0.1
-0.2 0.1 1.2
0.7 0.2 0.8
0.1 -0.5 -1.6
-1.4 1.6 0.5
0.2 0.3 0.8
0.4 1.3 0.3

---

Entry 2:
A single C4H7NS molecule, computed with ωB97M-V/def2-TZVPD.

The HOMO-LUMO gap is 8.1 eV. The SMILES is C=C/C=N/SC. As for the LUMO energy: 0.0041 Eh.

Each line ends with the Löwdin charge.
Positions of all 13 atoms, in Å:
C  1.313  0.787  -2.659  -0.049
C  0.258  0.358  -1.804  -0.236
C  0.476  0.369  -0.414  -0.396
N  -0.262  -0.276  0.398  -0.311
S  0.067  -0.172  2.058  0.734
C  -1.421  -0.966  2.562  -0.521
H  2.486  0.690  -2.097  0.118
H  1.328  1.339  -3.848  0.128
H  -0.902  0.352  -2.210  0.153
H  1.484  0.868  -0.238  0.114
H  -1.427  -0.539  3.703  0.044
H  -0.945  -2.199  2.659  0.103
H  -2.456  -0.611  1.891  0.118

Atomic forces in eV per Å
0.9 0.2 0.8
-0.9 2.5 -6.1
2.2 -0.9 1.0
0.3 0.9 0.2
0.0 0.8 -1.2
-0.2 -1.6 2.2
-3.6 0.7 -1.9
-0.4 -2.4 3.9
3.2 -0.2 1.0
-1.3 -0.5 0.9
-0.7 -1.3 -2.6
-2.8 3.4 -0.5
3.3 -1.5 2.1

---

Entry 3:
A single C4H7NS molecule, computed with ωB97M-V/def2-TZVPD.

The HOMO-LUMO gap (spin up / spin down) is 7.9 / 7.7 eV. As for the LUMO energy (spin up / spin down): -0.0087 / -0.0149 Eh.

Each line ends with the Löwdin charge.
Positions of all 13 atoms, in Å:
C  1.383  0.667  -0.744  0.119
C  0.515  -0.155  -0.218  -0.376
C  -0.708  0.343  0.622  -0.307
C  0.412  -1.622  -0.059  -0.078
N  -1.190  1.644  0.340  -0.524
S  -0.041  2.824  0.078  0.624
H  2.102  0.997  -1.433  0.022
H  -1.537  -0.232  0.583  0.078
H  -0.217  0.217  1.524  0.106
H  0.946  -2.170  0.750  0.107
H  0.718  -2.098  -0.960  0.070
H  -0.616  -1.951  0.052  0.072
H  -1.767  1.537  -0.535  0.087

Atomic forces in eV per Å
-3.3 0.6 1.4
0.4 1.0 -0.5
1.7 2.8 -0.8
0.5 -2.1 -0.1
-0.4 0.1 -1.9
1.3 -1.4 -0.3
0.9 0.0 -0.3
-2.2 -2.5 -0.3
0.4 0.3 2.6
0.0 1.0 -0.3
0.6 -0.5 -0.8
-0.2 0.2 0.1
0.5 0.4 1.3

---

Entry 4:
A single C4H7O2P molecule, computed with ωB97M-V/def2-TZVPD.

The HOMO-LUMO gap is 10.8 eV. The SMILES is C[P@@]1(=O)C=CCO1. As for the LUMO energy: 0.0312 Eh.

Each line ends with the Löwdin charge.
Positions of all 14 atoms, in Å:
C  1.499  1.477  -0.267  -0.163
P  1.068  -0.176  0.147  0.572
O  2.110  -1.125  0.498  -0.295
C  -0.640  -0.109  1.328  -0.049
C  -1.599  -0.640  0.598  -0.160
C  -1.248  -0.931  -0.835  -0.215
O  0.154  -0.699  -1.102  -0.261
H  2.184  1.454  -1.081  0.046
H  0.711  2.082  -0.684  0.058
H  1.897  1.729  0.739  0.070
H  -0.517  0.293  2.356  0.070
H  -2.562  -0.906  0.773  0.070
H  -1.258  -2.032  -0.847  0.129
H  -1.799  -0.418  -1.622  0.127

Atomic forces in eV per Å
0.3 -0.2 0.9
-5.2 -0.9 0.0
1.0 0.0 0.6
3.2 0.5 -0.6
2.6 1.5 -1.3
2.0 -1.6 0.3
0.0 0.9 0.4
1.4 -0.1 -0.2
-0.7 0.1 0.7
0.2 1.0 -1.0
-0.7 -0.8 -0.8
-2.8 -0.4 1.3
-0.9 0.1 -0.9
-0.4 -0.2 0.3

---

Entry 5:
A molecular structure, C4H7O2Rb, computed with ωB97M-V/def2-TZVPD.

The HOMO-LUMO gap (spin up / spin down) is 8.4 / 7.9 eV. The charge is +1. The spin multiplicity is 2. As for the LUMO energy (spin up / spin down): -0.1498 / -0.1633 Eh.

Each line ends with the Mulliken spin population.
Positions of all 14 atoms, in Å:
O  6.434  1.317  -0.776  0.001
C  5.083  1.030  -1.060  0.013
C  4.225  2.088  -0.371  0.027
C  2.831  1.658  -0.186  0.156
C  1.703  1.892  -0.901  0.014
H  6.995  0.646  -1.172  0.000
H  4.803  0.031  -0.687  0.000
H  4.896  1.052  -2.146  0.000
H  4.265  3.029  -0.939  0.000
H  4.665  2.301  0.620  0.011
H  2.005  1.023  0.833  -0.025
H  1.508  1.816  -1.973  0.003
O  0.562  1.190  0.117  0.803
Rb  -2.958  0.165  1.501  -0.001

Atomic forces in eV per Å
0.0 0.2 0.1
-0.2 -0.5 -0.2
0.5 0.7 0.4
-3.5 -0.9 1.9
-1.5 -3.8 3.1
0.0 0.0 -0.1
0.1 0.2 -0.1
0.0 0.0 0.2
0.0 -0.3 0.1
-0.1 -0.2 -0.4
2.8 1.6 -2.2
-0.5 0.8 0.5
2.2 2.1 -3.3
0.2 0.1 -0.1

---

Entry 6:
2 unconnected molecules or ions with the total composition C4H7O2S, computed with ωB97M-V/def2-TZVPD.

The HOMO-LUMO gap is 6.4 eV. The charge is -1. As for the LUMO energy: 0.1281 Eh.

Each line ends with the Löwdin charge.
Positions of all 14 atoms, in Å:
C  1.714  0.544  -0.124  -0.127
C  0.395  1.248  -0.389  -0.110
C  0.462  -0.208  -0.270  -0.324
C  -0.190  -1.340  -0.268  0.058
O  -3.392  0.542  -0.545  -0.677
O  -5.694  0.454  0.361  -0.674
S  -4.539  -0.320  -0.160  0.459
H  2.446  0.513  -0.922  0.087
H  2.158  0.629  0.860  0.088
H  -0.077  1.810  0.403  0.102
H  0.228  1.672  -1.368  0.099
H  -1.258  -1.348  -0.412  0.047
H  -3.971  -0.994  1.200  -0.077
H  0.306  -2.288  -0.109  0.049

Atomic forces in eV per Å
0.4 -0.2 0.1
-0.4 0.0 -0.1
0.2 0.5 0.0
-0.2 -0.3 0.0
0.2 0.0 0.0
0.0 0.0 0.1
0.4 -0.7 1.3
0.0 0.0 -0.1
0.0 0.0 0.1
0.0 0.0 0.2
0.0 0.0 -0.1
-0.2 0.1 0.0
-0.5 0.7 -1.3
0.1 -0.1 0.0

---

Entry 7:
A molecular structure, C4H7O2Tl, computed with ωB97M-V/def2-TZVPD.

The HOMO-LUMO gap is 6.5 eV. As for the LUMO energy: -0.0063 Eh.

Each line ends with the Löwdin charge.
Positions of all 14 atoms, in Å:
O  1.813  -0.389  0.247  -0.263
C  1.509  -0.680  -0.896  -0.279
C  0.123  -0.932  -1.367  -0.039
H  -0.295  -0.015  -1.812  0.105
H  2.311  -0.800  -1.653  0.132
H  0.173  -1.643  -2.206  0.089
Tl  0.835  0.014  2.180  1.077
C  -1.402  -0.201  3.521  -0.540
C  -1.964  -0.021  2.285  -0.168
O  -0.357  0.394  4.000  -0.337
H  -0.530  -1.282  -0.548  0.079
H  -2.513  0.893  2.024  0.037
H  -1.968  -0.828  1.550  0.002
H  -1.901  -0.954  4.171  0.104

Atomic forces in eV per Å
1.4 -0.8 -4.1
0.5 0.0 0.0
-0.4 -0.3 -0.3
0.1 -0.1 0.3
-0.1 0.1 0.1
-0.2 0.0 0.4
0.3 0.7 1.8
1.0 -0.3 2.9
0.0 1.0 -2.6
-3.7 0.1 1.6
0.3 0.2 -0.5
1.2 0.0 -0.3
-1.4 -0.4 0.7
0.9 -0.4 0.0

---

Entry 8:
A molecular structure, C4H7O2Yb, computed with ωB97M-V/def2-TZVPD.

The HOMO-LUMO gap (spin up / spin down) is 6.7 / 6.9 eV. The charge is +1. The spin multiplicity is 3. As for the LUMO energy (spin up / spin down): -0.1219 / -0.2342 Eh.

Each line ends with the Mulliken spin population.
Positions of all 14 atoms, in Å:
O  -3.526  -0.729  0.668  0.015
C  -3.296  -0.233  -0.633  0.029
C  -1.911  -0.714  -1.096  -0.007
C  -0.918  -0.670  0.053  0.496
C  0.383  -0.350  -0.289  0.103
O  1.417  -0.393  0.489  0.107
Yb  3.675  0.432  1.008  1.159
H  -1.021  -0.506  1.136  0.012
H  -3.288  0.876  -0.631  -0.001
H  -4.068  -0.655  -1.301  0.002
H  -1.598  -0.099  -1.955  0.012
H  -2.035  -1.746  -1.463  0.066
H  -2.462  -1.068  0.986  0.002
H  0.544  0.138  -1.268  0.004

Atomic forces in eV per Å
4.6 -1.6 1.4
0.1 -0.1 0.2
-0.5 0.1 0.5
0.0 0.7 -1.0
3.8 1.0 0.5
-1.8 0.2 -1.1
-0.6 -0.3 -0.1
-0.5 -0.6 -0.3
-0.3 -0.5 -0.1
0.3 0.5 0.2
0.4 -0.3 0.3
0.3 0.1 0.2
-5.8 1.2 -0.8
0.0 -0.6 0.1

---

Entry 9:
A gas-phase ion, C4H7O3 (charge -1), computed with ωB97M-V/def2-TZVPD.

The HOMO-LUMO gap is 7.9 eV. The charge is -1. The SMILES is CC(C)(O)C(=O)[O-]. As for the LUMO energy: 0.1530 Eh.

Each line ends with the Löwdin charge.
Positions of all 14 atoms, in Å:
C  0.014  0.980  0.832  -0.085
C  -0.485  0.107  -0.224  -0.506
C  0.256  -1.211  -0.476  -0.070
O  -0.620  0.872  -1.514  -0.150
C  -2.158  -0.369  0.203  -0.672
O  -2.946  0.383  -0.421  -0.076
O  -2.222  -1.171  1.063  0.022
H  -0.285  0.394  1.674  0.065
H  -0.665  1.800  0.956  0.076
H  1.091  1.262  0.884  0.087
H  -0.310  -1.676  -1.363  0.103
H  0.258  -1.797  0.431  0.060
H  1.276  -1.103  -0.883  0.060
H  -1.639  1.071  -1.455  0.086

Atomic forces in eV per Å
0.3 -0.1 1.2
-2.1 -0.7 -3.2
-0.7 0.6 -2.1
-1.7 -0.5 1.6
3.2 4.6 -3.2
-0.5 -0.7 0.1
-0.9 -3.0 2.8
0.6 -0.5 1.4
0.0 1.1 -0.4
-0.7 -0.2 -0.3
0.7 0.1 1.6
-0.1 -0.5 0.0
0.0 0.3 0.4
2.0 -0.6 -0.1

---

The evaluated largest force on an atom for the records listed, in turn: 4.750 6.601 3.637 5.280 5.168 1.545 4.394 5.957 6.474 eV/A.
The evaluated energy for the records listed, in turn: -609.5392 -609.3557 -609.3951 -648.4399 -330.7467 -705.2148 -479.4111 -1465.3704 -382.3770 hartree.